Record 1
Entry from OMol25: a structure of composition C17H17NZr (the ωB97M-V functional and the def2-TZVPD basis).

Computed properties:
HOMO, eV: -7.728
Gap between HOMO and LUMO, Ha: 0.2998

```
36
Properties=species:S:1:pos:R:3:forces:R:3:mulliken_charge:R:1
C -0.974774 1.144353 -2.113074 0.97 1.25 0.79 -0.530
C 0.410272 0.871396 -2.300586 -0.21 0.95 0.35 -0.678
C 1.154271 1.775207 -1.456696 0.42 -0.16 -0.56 -0.588
C 0.235131 2.575847 -0.739632 -0.44 0.05 -0.33 -0.588
C -1.089961 2.200182 -1.133906 0.92 -0.88 -0.79 -0.261
Zr -0.006560 0.186897 0.093377 -2.13 -2.17 -0.80 0.926
N -1.566824 -0.945005 0.058957 -0.92 -1.66 0.60 -0.700
C -0.280009 -2.633556 -0.049027 0.63 1.41 0.31 -0.154
C 0.920100 -1.980055 -0.535289 1.30 0.30 0.89 -1.130
H 2.254584 1.872087 -1.432694 -0.83 -0.15 0.07 0.430
H 0.826208 0.172266 -3.017503 -0.03 0.08 0.24 0.611
H 0.470554 3.392912 -0.063982 0.04 -0.32 -0.07 0.411
H -2.013901 2.684276 -0.843436 0.14 -0.21 0.17 0.428
H -1.793475 0.724916 -2.662437 -0.15 -0.35 0.09 0.438
H 1.081307 -1.888622 -1.623669 0.02 -0.49 0.69 0.356
H -0.816041 -3.349142 -0.773793 0.37 1.66 1.35 0.309
H -2.403978 -1.582984 -0.017084 1.17 1.49 -0.04 0.204
H 1.880770 -1.915503 0.100140 -1.61 -0.49 -1.02 0.435
H -0.390592 -2.781704 1.075637 0.27 -0.33 -1.87 0.230
C 2.824542 -0.593438 5.289328 -0.57 0.45 -0.41 -0.390
C 2.873150 -1.114396 3.963314 -0.49 0.33 -0.39 -0.766
C 2.015798 -0.617530 2.976982 0.70 -0.29 0.74 -0.098
C 1.091947 0.425176 3.256508 0.31 0.23 1.35 0.722
C 0.225764 0.956256 2.265389 0.09 -0.96 -1.19 0.042
C -0.736910 1.859837 2.600416 -0.10 0.56 1.03 -0.309
C -0.800605 2.384749 3.923705 0.23 0.00 0.82 -0.826
C 0.087595 1.942293 4.900229 -0.47 0.30 -0.16 -0.788
C 1.043063 0.922673 4.619943 -0.28 0.05 -1.01 0.933
C 1.916489 0.407048 5.608854 0.50 -0.43 -0.22 -0.816
H 3.500994 -0.978135 6.045269 -0.07 0.02 -0.08 0.376
H 3.596576 -1.903571 3.719145 -0.39 0.35 0.11 0.372
H 2.050071 -1.040748 1.964463 0.08 0.18 0.42 0.059
H -1.482725 2.186954 1.873586 0.17 0.09 0.11 0.373
H -1.556309 3.144997 4.188852 0.47 -0.47 -0.18 0.341
H 0.066882 2.349522 5.927553 -0.13 -0.18 -0.68 0.297
H 1.873996 0.828947 6.619162 0.02 -0.23 -0.35 0.329
```
Positions in Å, forces in eV/Å.

---

Record 2
Entry from OMol25: a cluster of 4 separate species, C34H52F9N3O8 in total (the ωB97M-V functional and the def2-TZVPD basis).

Computed properties:
HOMO, eV: -10.119
Gap between HOMO and LUMO, Ha: 0.3679

```
106
Properties=species:S:1:pos:R:3:forces:R:3:mulliken_charge:R:1
C -3.956990 -5.682279 -1.103888 0.09 0.59 0.54 -0.897
C -3.869244 -4.076550 -1.273764 -1.03 0.17 -0.11 -0.281
C -3.523783 -3.566941 -2.766238 0.35 -0.21 0.07 -0.745
C -2.434132 -4.457199 -3.559220 -0.21 0.36 0.04 -0.344
C -1.064536 -4.731817 -2.750489 0.01 0.45 -0.12 -0.661
C -0.481236 -3.450984 -1.956418 0.64 -0.39 0.12 -0.009
C 0.749146 -4.013200 -1.029826 -0.03 0.64 0.58 -0.950
C 2.112492 -3.120714 -1.222433 -1.48 -0.37 -0.54 -0.539
C 1.750954 -1.638082 -0.698694 0.26 0.06 -0.12 -0.121
C 2.995724 -0.826449 -0.056132 0.14 0.71 -0.23 -0.816
C 3.187122 -1.094490 1.541539 -0.69 -0.77 -1.02 -0.458
C 1.928098 -0.433266 2.308973 0.23 -1.28 0.58 -1.002
C 2.303138 0.678174 3.411087 -0.04 -0.14 1.04 1.404
C 2.898926 -0.043741 4.742889 1.27 -0.66 3.77 -0.298
N 3.325257 -0.433737 5.817586 -2.60 2.16 -6.38 -0.625
C 0.995090 1.538233 3.900339 -0.86 -0.77 0.00 -0.641
C 0.150273 2.161175 2.668478 -0.18 -1.19 -0.30 -0.263
C -0.885966 3.331347 3.083139 0.47 -0.43 -1.83 -0.613
C -0.433330 4.719203 2.340223 -0.38 -0.88 0.75 -0.032
O 0.196838 5.567501 3.337630 0.51 -0.56 -1.54 -0.474
C 1.585368 5.200000 3.571631 0.09 0.26 1.02 -0.269
C 3.416336 1.756080 2.950905 1.19 0.91 2.03 0.155
C 4.926175 1.382639 3.451972 3.29 -2.89 0.89 -0.092
N 6.006463 0.903639 3.757951 -6.30 3.10 -1.82 -0.484
N 3.398308 2.097714 1.484464 5.85 1.84 -0.14 -0.354
C 4.607996 2.582112 1.214435 1.88 0.77 -1.34 0.755
O 5.736980 3.028643 0.902974 -7.45 -2.84 1.85 -0.487
H -3.027297 -6.048249 -0.538973 -1.37 0.33 -0.99 0.201
H -4.871157 -5.904545 -0.436596 1.45 0.07 -1.20 0.309
H -4.038690 -6.215416 -2.119135 0.03 0.77 1.68 0.212
H -4.932903 -3.666638 -1.025899 1.90 -0.55 -0.39 0.425
H -3.166136 -3.609153 -0.484323 -1.01 -0.88 -1.36 0.133
H -4.489671 -3.566452 -3.413287 1.62 0.11 1.16 0.393
H -3.120343 -2.490773 -2.685029 -0.78 -1.55 -0.24 0.216
H -2.960840 -5.450124 -3.846224 1.15 1.56 0.34 0.310
H -2.177315 -3.873392 -4.528338 -0.60 -1.14 1.63 0.007
H -0.236239 -5.047423 -3.504201 -1.55 0.28 1.54 0.331
H -1.195084 -5.577813 -1.972178 0.10 1.34 -1.31 0.420
H -1.282726 -2.921540 -1.303932 1.37 -1.09 -1.08 0.107
H -0.054170 -2.623860 -2.649147 -0.81 -1.52 0.81 0.135
H 0.367033 -3.904410 0.066413 0.96 -0.35 -1.70 0.290
H 0.950632 -5.135530 -1.212867 -0.36 1.83 0.10 0.446
H 3.027330 -3.600806 -0.713701 -1.49 0.86 -0.56 0.320
H 2.302356 -3.126862 -2.372426 -0.08 0.18 1.99 0.220
H 0.872230 -1.761127 0.057054 1.63 0.39 -1.09 0.056
H 1.321045 -0.990065 -1.565941 0.77 -1.26 1.43 0.242
H 3.988587 -1.030914 -0.632194 -1.79 0.06 0.97 0.321
H 2.773761 0.300891 -0.258778 0.48 -1.89 0.67 0.280
H 3.116636 -2.251215 1.667676 0.23 2.00 -0.08 0.422
H 4.218273 -0.787755 1.938477 -1.59 -0.23 -0.61 0.294
H 1.407347 -1.300703 2.888823 0.72 1.71 -0.88 0.363
H 1.177134 -0.095856 1.511656 1.18 0.01 1.43 0.224
H 1.263331 2.343418 4.677248 -0.07 -1.22 -1.26 0.338
H 0.275836 0.797181 4.441824 1.35 1.22 -0.85 0.039
H -0.481635 1.279613 2.240154 1.18 1.50 0.72 0.330
H 0.848450 2.471328 1.789056 -1.16 -0.33 1.65 0.195
H -0.945959 3.427131 4.224000 -0.01 0.17 -1.78 0.310
H -1.914787 3.031342 2.627393 1.70 0.54 1.12 0.364
H 0.327468 4.547243 1.489564 -1.20 -0.06 1.25 -0.091
H -1.376868 5.171736 1.856227 1.60 -0.08 1.16 0.339
H 2.198880 6.188034 3.576665 -0.94 -1.87 0.08 0.315
H 2.020800 4.460203 2.807165 -0.78 1.19 0.86 0.029
H 1.612061 4.691095 4.620843 0.30 0.92 -1.74 0.179
H 3.165208 2.744365 3.516427 0.48 -1.85 -0.79 0.206
C 0.458133 0.508550 -8.075911 0.03 -0.02 0.37 -1.085
C 0.189073 -0.773669 -8.838720 -0.16 0.71 -0.39 -0.198
O 0.677452 -1.908789 -8.106830 -0.38 -0.96 0.84 -0.314
C -0.141995 -2.391057 -7.143655 -0.70 1.70 -1.19 0.345
O -1.224341 -1.925666 -6.878849 1.04 -0.89 0.18 -0.522
C 0.475935 -3.620178 -6.481938 0.94 -1.66 1.01 0.909
F 1.789831 -3.457599 -6.203825 -0.65 0.32 -0.28 -0.267
F 0.388122 -4.716246 -7.270171 -0.20 0.76 0.04 -0.280
F -0.120978 -3.940513 -5.314358 0.27 0.72 -1.13 -0.232
H 1.520003 0.593487 -7.829389 -0.07 0.01 -0.17 0.302
H 0.160768 1.378429 -8.665556 0.02 -0.11 0.01 0.366
H -0.090575 0.526659 -7.130570 -0.06 0.01 -0.16 0.303
H 0.729226 -0.755839 -9.788484 0.09 -0.30 0.23 0.307
H -0.872957 -0.887626 -9.074702 0.12 -0.13 0.24 0.312
C 0.882166 6.904014 -1.424130 -0.13 0.27 -0.21 -1.177
C 0.370891 5.494809 -1.649727 0.68 0.11 0.37 0.152
O -0.930327 5.521871 -2.256134 -0.59 -0.10 -1.10 -0.334
C -0.955213 5.672609 -3.601473 1.94 -0.09 0.92 0.360
O 0.030859 5.784375 -4.288995 -1.35 -0.07 0.25 -0.513
C -2.391792 5.635235 -4.117077 -2.05 0.15 -0.81 0.872
F -3.235813 6.371176 -3.358411 0.74 -0.26 -0.11 -0.239
F -2.889533 4.376989 -4.130109 0.65 0.39 0.18 -0.244
F -2.506950 6.105093 -5.376251 0.59 -0.23 0.75 -0.240
H 0.160616 7.486493 -0.844736 0.09 -0.14 0.07 0.298
H 1.835030 6.888488 -0.890380 -0.09 -0.04 -0.03 0.370
H 1.024962 7.427442 -2.373114 0.08 -0.13 0.07 0.383
H 0.260548 4.987189 -0.688487 -0.33 0.02 -0.22 -0.060
H 1.069984 4.902823 -2.247744 -0.24 0.14 -0.13 0.334
C -0.673619 -0.495497 8.341581 -0.13 0.27 -0.21 -0.819
C -1.190757 -1.902559 8.115773 0.73 0.08 0.44 -0.201
O -2.489575 -1.871342 7.502230 -0.62 -0.07 -1.24 -0.336
C -2.506458 -1.723092 6.157763 1.89 -0.12 1.09 0.407
O -1.515501 -1.616441 5.475716 -1.28 -0.01 0.14 -0.511
C -3.940099 -1.755533 5.633687 -2.04 0.10 -0.78 0.833
F -4.785572 -1.014816 6.385906 0.74 -0.25 -0.12 -0.247
F -4.442887 -3.011421 5.619722 0.65 0.41 0.17 -0.251
F -4.045766 -1.287134 4.372559 0.59 -0.21 0.72 -0.232
H -1.395187 0.091533 8.916419 0.08 -0.14 0.06 0.313
H 0.276315 -0.514921 8.880011 -0.08 -0.05 -0.06 0.380
H -0.523303 0.025697 7.392376 0.10 -0.13 0.07 0.043
H -1.309211 -2.408631 9.076984 -0.32 0.03 -0.21 0.324
H -0.491768 -2.498899 7.522176 -0.23 0.15 -0.12 0.299
```
Positions in Å, forces in eV/Å.

---

| no. | lowest unoccupied orbital energy (eV) | F_max (eV Å⁻¹) |
| --- | --- | --- |
| 1 | 0.43 | 3.1 |
| 2 | -0.11 | 8.2 |